Below is a 2-piece molecular cluster, C19H44NO5P overall, with properties calculated with ωB97M-V/def2-TZVPD.

The SMILES is CCCP(CCCCCCCCOC)COO.COCCNCCOC. The value obtained for the highest occupied orbital energy is -8.4 eV. The value obtained for the LUMO energy is 0.700 eV.

Structure (XYZ):
```
70
C19H44NO5P | the Open Molecules 2025 dataset | ωB97M-V/def2-TZVPD
C 1.67501 1.90716 -0.64000
C 1.58053 0.45781 -0.14608
C 0.27495 -0.25940 -0.53373
P -0.97855 -0.30040 0.82810
C -2.37274 -1.23158 0.03437
C -2.73803 -1.20385 -1.45586
C -3.00225 0.14021 -2.13687
C -4.24391 0.86813 -1.59329
C -5.42060 0.89872 -2.56900
C -6.50921 1.91612 -2.19897
C -6.96596 1.88288 -0.73496
C -7.51565 0.53115 -0.26267
O -8.21484 -0.11987 -1.30971
C -8.25779 -1.51854 -1.16019
C -1.55023 1.47585 0.77122
O -2.81686 1.69630 1.37080
O -2.65729 1.38470 2.77224
H 0.70108 2.29906 -0.94424
H 2.32597 1.99699 -1.51280
H 2.06607 2.57863 0.12716
H 2.41700 -0.12040 -0.54532
H 1.69419 0.42488 0.94295
H -0.14376 0.17549 -1.44742
H 0.46758 -1.31346 -0.76556
H -2.10377 -2.26661 0.27999
H -3.25346 -1.02538 0.65473
H -1.96551 -1.75228 -2.00320
H -3.65385 -1.80008 -1.56464
H -3.12689 -0.05506 -3.20629
H -2.11870 0.77706 -2.06107
H -3.99425 1.88725 -1.28128
H -4.54873 0.36025 -0.67224
H -5.87082 -0.09432 -2.65197
H -5.03738 1.14297 -3.56547
H -6.14749 2.92639 -2.41582
H -7.37694 1.74478 -2.83916
H -7.72375 2.65610 -0.58381
H -6.12333 2.15136 -0.08967
H -8.20045 0.68005 0.58398
H -6.69862 -0.11060 0.09282
H -7.24796 -1.95152 -1.19474
H -8.85128 -1.91230 -1.98626
H -8.73536 -1.82603 -0.21967
H -1.70978 1.84575 -0.24254
H -0.79019 2.10197 1.25580
H -3.42199 0.78991 2.89865
C 8.47445 -2.57023 3.07039
O 7.39372 -1.70156 3.32795
C 7.70584 -0.31810 3.22595
C 6.93576 0.32306 2.09267
N 7.36127 -0.21330 0.81347
C 6.61798 0.26427 -0.34198
C 5.12415 -0.03415 -0.40053
O 4.81058 -1.40742 -0.54444
C 4.66665 -2.12518 0.66547
H 8.13175 -3.58022 3.28790
H 8.81180 -2.52472 2.02850
H 9.33290 -2.34310 3.71182
H 8.78125 -0.18937 3.06641
H 7.43347 0.16489 4.16801
H 7.13188 1.40071 2.10710
H 5.86324 0.18844 2.29531
H 7.33057 -1.22438 0.84733
H 7.08042 -0.15723 -1.23742
H 6.74014 1.35189 -0.40244
H 4.72440 0.46400 -1.28839
H 4.59316 0.37331 0.46906
H 4.19954 -1.50656 1.43923
H 5.61942 -2.49211 1.05776
H 4.02142 -2.97917 0.46252
```

***

Below is C31H24BrN3O2RhS3 as an isolated structure at a distorted geometry, with properties calculated with ωB97M-V/def2-TZVPD.

The charge is -1. The value obtained for the highest occupied orbital energy (alpha / beta) is -3.8 / -3.7 eV. The value obtained for the LUMO energy (alpha / beta) is 2.076 / 1.662 eV.

Structure (XYZ):
```
65
C31H24BrN3O2RhS3 | the Open Molecules 2025 dataset | ωB97M-V/def2-TZVPD
Rh -0.16524 0.49008 0.30781
S -2.62734 4.02048 1.71731
C -2.15274 3.15978 3.16841
C -2.35694 3.54828 4.47301
C -1.90454 2.72478 5.49711
C -1.28174 1.52138 5.19121
C -1.07664 1.13408 3.88521
C -1.48504 1.95768 2.82781
N -1.33344 1.75038 1.50001
C -1.87024 2.75278 0.75721
C -1.73524 2.73478 -0.63759
C -2.30134 3.64978 -1.54999
C -2.11384 3.46978 -2.90369
C -1.40774 2.37768 -3.38979
C -0.84254 1.46178 -2.49609
C -0.96184 1.66118 -1.14689
H -2.85994 4.48008 4.69091
H -2.03594 3.02468 6.52611
H -0.94944 0.87458 5.99081
H -0.58994 0.20308 3.66381
H -2.88574 4.47458 -1.16629
H -2.52944 4.18158 -3.60389
H -1.28114 2.21828 -4.45239
H -0.31214 0.60748 -2.89659
S 1.87586 0.53678 2.01931
C 1.63556 -0.83042 3.04001
C 2.47246 -1.01092 4.14851
C 2.30866 -2.08292 4.99331
C 1.30396 -3.02352 4.75571
C 0.47326 -2.87132 3.67261
C 0.61046 -1.77502 2.81211
S -0.53994 -1.60442 1.54021
H 3.24196 -0.27442 4.33441
H 2.96186 -2.19212 5.84721
H 1.16346 -3.85742 5.42871
H -0.31094 -3.58302 3.46541
C -0.96494 -3.59582 -3.35759
C -1.64274 -2.53422 -2.57069
C -2.86644 -1.90132 -2.69839
C -2.88844 -0.92402 -1.69119
N -1.75704 -0.97922 -0.99939
N -1.02214 -1.95322 -1.53409
C -3.95974 0.06188 -1.38819
H -1.68414 -4.23972 -3.85649
H -0.33004 -4.19592 -2.70919
H -0.32534 -3.13482 -4.11089
H -3.63444 -2.09932 -3.41919
H -0.05114 -2.12692 -1.21869
H -4.93704 -0.35872 -1.61709
H -3.82254 0.96718 -1.98239
H -3.91634 0.34528 -0.33889
Br 2.44556 1.94978 -2.93229
C 3.56326 0.41208 -2.97109
C 4.69866 0.50538 -3.76209
C 5.59786 -0.54282 -3.81349
C 5.36206 -1.68922 -3.06549
C 4.20436 -1.79482 -2.32089
C 3.28046 -0.75092 -2.25839
C 2.01816 -0.98052 -1.45579
O 1.66746 -2.15542 -1.27459
O 1.40386 0.05068 -1.07789
H 4.87026 1.40838 -4.32869
H 6.47956 -0.46302 -4.43269
H 6.08376 -2.49642 -3.06579
H 3.99096 -2.69472 -1.75959
```

***

Below is C11H11FeNO5S as an isolated structure at a distorted geometry, with properties calculated with ωB97M-V/def2-TZVPD.

Its spin multiplicity is 5. For the energy above the lowest of the compared OMol25 structures with the same formula, charge and spin, the calculation gives 0.0000 eV. The value obtained for the highest occupied orbital energy (alpha / beta) is -6.4 / -9.4 eV. The value obtained for the LUMO energy (alpha / beta) is 0.339 / -2.988 eV.

Structure (XYZ):
```
30
C11H11FeNO5S | the Open Molecules 2025 dataset | ωB97M-V/def2-TZVPD
O 4.04513 3.45517 1.11901
C 3.12871 2.75422 0.95691
Fe 1.96967 1.47918 0.72933
C 3.26178 0.21714 0.75617
O 4.10573 -0.54718 0.93686
C 1.93578 1.44188 2.49656
O 2.10015 1.30026 3.63677
C 0.05850 -0.21084 0.27348
C -0.93440 0.60836 0.83351
C -0.81176 1.97809 0.96630
C 0.36995 2.71060 0.66896
C 0.97220 2.68065 -0.64524
C 0.96897 1.51168 -1.37361
C 1.00311 0.26044 -0.68408
H 0.11959 -1.27126 0.56264
H -1.84900 0.14115 1.22804
H -1.62647 2.50886 1.46989
H 0.52867 3.62749 1.24529
H 1.39872 3.60854 -1.04833
H 1.20820 1.53063 -2.44224
H 1.58771 -0.52336 -1.19698
C -3.40376 -3.93814 -1.68847
S -2.17268 -3.11661 -0.64965
N -1.62035 -1.95028 -1.56278
O -2.90110 -2.65336 0.53657
O -1.15758 -4.14636 -0.42317
H -3.77364 -4.81851 -1.15016
H -4.23825 -3.26043 -1.89082
H -2.93906 -4.25732 -2.62612
H -1.33455 -1.12069 -1.03465
```

***

Below is a 2-piece molecular cluster, C4H6OS overall at a distorted geometry, with properties calculated with ωB97M-V/def2-TZVPD.

For the energy above the lowest of the compared OMol25 structures with the same formula, charge and spin, the calculation gives 4.4827 eV. The value obtained for the highest occupied orbital energy is -9.2 eV. The value obtained for the LUMO energy is 0.511 eV.

Structure (XYZ):
```
12
C4H6OS | the Open Molecules 2025 dataset | ωB97M-V/def2-TZVPD
C 1.47831 -1.38040 0.08216
C 0.53176 1.98878 0.09960
C 0.98801 -0.44731 -0.72418
C 0.75654 0.87641 -0.29480
O -1.91836 -0.36881 -0.95922
S -2.56733 0.00084 0.29571
H 1.65154 -2.38780 -0.25388
H 1.72894 -1.16321 1.10847
H -1.92692 1.19603 0.69427
H 0.37001 2.97802 0.40766
H 0.71686 -0.65198 -1.75109
H -1.80936 -0.64058 1.29528
```

***

Below is C21H20ClO2PZr as an isolated structure at a distorted geometry, with properties calculated with ωB97M-V/def2-TZVPD.

The charge is +2. For the energy above the lowest of the compared OMol25 structures with the same formula, charge and spin, the calculation gives 0.0000 eV. The value obtained for the highest occupied orbital energy is -15.2 eV. The value obtained for the LUMO energy is -8.914 eV.

Structure (XYZ):
```
46
C21H20ClO2PZr | the Open Molecules 2025 dataset | ωB97M-V/def2-TZVPD
Cl 0.31715 3.11964 -1.67169
C -2.02362 -0.04152 -2.89802
C -1.16048 -1.13724 -2.58273
C 0.10714 -0.90507 -3.21730
H -1.43999 -2.02770 -2.02616
C 0.01624 0.37323 -3.91015
C -1.30893 0.88703 -3.69826
H -1.69167 1.79157 -4.19206
H -3.05066 0.06669 -2.56229
H 0.97910 -1.55902 -3.27153
C 1.03348 0.93631 -4.83545
Zr -0.07688 0.75116 -1.50217
C 2.27127 0.94255 -1.31833
O 3.38052 1.24607 -1.26276
C -1.87585 1.61220 -0.25722
O -2.64829 2.27121 0.30151
H 2.06314 0.72560 -4.51335
H 0.94489 2.02750 -4.92362
H 0.91893 0.51439 -5.84327
C 2.16972 -0.84369 1.79740
P 0.71324 -0.17391 0.96286
C -0.27081 -1.73577 1.04423
C -1.14230 -2.11078 2.07349
C -1.69997 -3.39598 2.07026
C -1.41093 -4.29842 1.04360
C -0.54777 -3.92127 0.00930
C 0.03830 -2.65668 0.02502
C 0.42490 1.22789 2.14375
C 1.29906 2.32274 1.98040
C 1.14415 3.45950 2.77043
C 0.17384 3.49526 3.77324
C -0.65592 2.38173 3.96378
C -0.55808 1.26258 3.12721
H 2.53356 -1.74299 1.29486
H 1.90336 -1.13008 2.83141
H 2.98906 -0.12790 1.84805
H -1.37610 -1.40770 2.86796
H -2.37118 -3.69545 2.87785
H -1.84914 -5.29889 1.03466
H -0.32208 -4.60250 -0.81216
H 0.74164 -2.37673 -0.76768
H 2.07420 2.27089 1.21562
H 1.80216 4.31655 2.59976
H 0.07133 4.37679 4.40595
H -1.39370 2.38634 4.76805
H -1.23603 0.42387 3.23556
```

***

Below is one molecule with the formula C2H6ClFSi at a distorted geometry, with properties calculated with ωB97M-V/def2-TZVPD.

The SMILES is C[Si](C)(F)Cl. For the energy above the lowest of the compared OMol25 structures with the same formula, charge and spin, the calculation gives 0.6500 eV. The value obtained for the highest occupied orbital energy is -10.3 eV. The value obtained for the LUMO energy is 0.708 eV.

Structure (XYZ):
```
11
C2H6ClFSi | the Open Molecules 2025 dataset | ωB97M-V/def2-TZVPD
C 0.14243 1.62295 0.24528
Si 1.16761 -0.18919 0.35710
C 0.19826 -1.65040 -0.28534
F 1.29126 -0.35390 1.99674
Cl 2.93151 0.29864 -0.45886
H 0.06088 2.23584 -0.70455
H -0.92901 1.27107 0.20284
H 0.30929 2.21117 1.14320
H 0.31529 -1.98828 -1.33049
H 0.24248 -2.43446 0.52688
H -0.84081 -1.28177 -0.10404
```